{"formula": "C52H45MnN2OP2", "method": "ωB97M-V/def2-TZVPD", "symbols": ["Mn", "C", "C", "C", "C", "C", "C", "C", "C", "P", "C", "C", "C", "C", "C", "C", "C", "C", "C", "C", "C", "C", "C", "O", "C", "C", "C", "C", "C", "C", "P", "C", "C", "C", "C", "C", "C", "C", "C", "C", "C", "C", "C", "H", "H", "H", "H", "H", "H", "H", "H", "H", "H", "H", "H", "H", "H", "H", "H", "H", "H", "H", "H", "H", "H", "H", "H", "H", "H", "H", "H", "H", "H", "H", "H", "C", "C", "C", "C", "C", "C", "N", "H", "H", "H", "H", "H", "H", "H", "H", "N", "C", "C", "C", "C", "C", "C", "C", "H", "H", "H", "H", "H"], "coordinates": [[0.0326, -0.0515, 0.0134], [-4.9328, -2.3720, 2.8088], [-3.4864, -2.8661, 2.6097], [-3.2948, -4.2325, 3.2894], [-2.5348, -1.8598, 3.2296], [-2.6640, -1.5393, 4.5818], [-1.8568, -0.6069, 5.2072], [-0.8758, 0.0352, 4.4710], [-0.7066, -0.2743, 3.1258], [0.6399, 0.5293, 2.2388], [2.1366, -0.4033, 2.6068], [2.0478, -1.6775, 3.1650], [3.1976, -2.4372, 3.3402], [4.4315, -1.9280, 2.9687], [4.5259, -0.6556, 2.4128], [3.3838, 0.1011, 2.2205], [0.7698, 2.2101, 2.8361], [-0.2106, 3.1227, 2.4456], [-0.1819, 4.4106, 2.9542], [0.8127, 4.7885, 3.8457], [1.7812, 3.8762, 4.2445], [1.7640, 2.5838, 3.7455], [-1.5420, -1.2134, 2.5192], [-1.3114, -1.4720, 1.1553], [-2.2242, -2.3049, 0.4570], [-2.0559, -2.4138, -0.9254], [-2.8728, -3.2719, -1.6491], [-3.8640, -3.9934, -1.0060], [-4.0266, -3.8410, 0.3583], [-3.2179, -2.9974, 1.1210], [-0.7281, -1.5229, -1.7692], [-1.3999, -0.6521, -3.1877], [-0.5075, -0.0991, -4.1096], [-0.9814, 0.7074, -5.1305], [-2.3396, 0.9841, -5.2228], [-3.2245, 0.4569, -4.2938], [-2.7596, -0.3565, -3.2709], [0.3947, -2.8328, -2.3069], [0.9972, -3.5885, -1.2969], [1.8049, -4.6652, -1.6232], [2.0251, -4.9830, -2.9596], [1.4311, -4.2320, -3.9623], [0.6072, -3.1598, -3.6416], [-5.1683, -2.2734, 3.8677], [-5.6444, -3.0766, 2.3804], [-5.0800, -1.4018, 2.3316], [-3.4967, -4.1651, 4.3583], [-2.2750, -4.5965, 3.1550], [-3.9789, -4.9715, 2.8730], [-3.4313, -2.0375, 5.1595], [-1.9919, -0.3794, 6.2554], [-0.2369, 0.7772, 4.9337], [1.0894, -2.0708, 3.4811], [3.1278, -3.4216, 3.7836], [5.3268, -2.5165, 3.1207], [5.4925, -0.2555, 2.1354], [3.4560, 1.0873, 1.7752], [-0.9976, 2.8379, 1.7573], [-0.9388, 5.1197, 2.6466], [0.8310, 5.7968, 4.2378], [2.5457, 4.1682, 4.9517], [2.5033, 1.8705, 4.0819], [-2.7281, -3.3693, -2.7183], [-4.5039, -4.6645, -1.5618], [-4.8056, -4.4023, 0.8572], [0.5555, -0.2977, -4.0306], [-0.2915, 1.1247, -5.8517], [-2.7070, 1.6175, -6.0191], [-4.2804, 0.6812, -4.3632], [-3.4557, -0.7588, -2.5475], [0.8159, -3.3489, -0.2546], [2.2561, -5.2621, -0.8412], [2.6514, -5.8275, -3.2164], [1.5933, -4.4884, -5.0009], [0.1255, -2.5964, -4.4297], [1.0648, 2.6295, -1.2033], [-0.3860, 2.6312, -0.8328], [-1.3052, 3.6270, -0.9344], [-2.5467, 3.1206, -0.4283], [-2.3484, 1.8303, -0.0402], [-3.3541, 0.8632, 0.4908], [-1.0153, 1.5009, -0.2976], [1.3698, 3.6217, -1.5282], [1.2871, 1.9275, -2.0123], [1.6987, 2.3682, -0.3479], [-1.1160, 4.6125, -1.3318], [-3.4896, 3.6437, -0.3745], [-4.3393, 1.3257, 0.4701], [-3.1581, 0.5744, 1.5276], [-3.4025, -0.0441, -0.1138], [2.0193, -0.5096, -0.5370], [3.1031, -0.6911, -0.8685], [4.4426, -0.9339, -1.2937], [5.4355, -0.0038, -0.9798], [6.7320, -0.2450, -1.3929], [7.0279, -1.3995, -2.1104], [6.0322, -2.3175, -2.4253], [4.7305, -2.0903, -2.0205], [5.1867, 0.8947, -0.4296], [7.5121, 0.4671, -1.1619], [8.0447, -1.5815, -2.4326], [6.2734, -3.2074, -2.9901], [3.9397, -2.7903, -2.2598]], "forces_ev_per_a": [[0.5, 0.1, -0.3], [0.0, 0.0, 0.0], [0.0, 0.0, 0.0], [0.0, 0.0, 0.0], [-0.1, -0.1, 0.0], [0.0, 0.0, 0.1], [0.0, 0.0, -0.1], [-0.1, -0.1, 0.0], [0.1, 0.1, 0.0], [0.0, 0.0, 0.0], [0.1, 0.0, 0.1], [0.0, 0.0, 0.0], [0.0, 0.0, 0.0], [0.0, 0.0, 0.0], [0.0, 0.0, 0.0], [-0.1, 0.0, 0.1], [0.1, 0.0, 0.1], [0.0, 0.0, 0.0], [0.0, 0.0, 0.0], [0.0, 0.0, 0.0], [0.0, 0.0, 0.0], [-0.1, 0.0, 0.0], [0.1, 0.0, 0.0], [-0.1, -0.1, -0.1], [0.2, 0.0, 0.1], [0.2, 0.1, 0.1], [-0.1, -0.1, 0.0], [0.0, 0.0, 0.0], [0.0, 0.0, -0.1], [-0.1, 0.0, 0.1], [-0.2, 0.1, 0.0], [-0.1, 0.1, 0.1], [0.0, 0.0, 0.0], [0.0, 0.0, 0.0], [0.0, 0.0, 0.0], [0.0, 0.0, 0.0], [0.1, 0.0, -0.1], [0.0, 0.0, 0.1], [0.0, 0.0, -0.1], [0.0, 0.1, 0.0], [0.0, 0.0, 0.0], [0.0, 0.0, 0.0], [0.0, 0.0, 0.0], [0.0, 0.0, 0.0], [0.0, 0.0, 0.0], [0.0, 0.0, 0.0], [0.0, 0.0, 0.0], [0.0, 0.0, 0.0], [0.0, 0.0, 0.0], [0.0, 0.0, 0.0], [0.0, 0.0, 0.0], [0.0, 0.0, 0.0], [0.0, 0.0, 0.0], [0.0, 0.0, 0.0], [0.0, 0.0, 0.0], [0.0, 0.0, 0.0], [0.0, 0.0, 0.0], [0.0, 0.0, 0.0], [0.0, 0.0, 0.0], [0.0, 0.0, 0.0], [0.0, 0.0, 0.0], [0.1, 0.0, 0.0], [0.0, 0.0, 0.0], [0.0, 0.0, 0.0], [0.0, 0.0, 0.0], [0.0, 0.0, 0.0], [0.0, 0.0, 0.0], [0.0, 0.0, 0.0], [0.0, 0.0, 0.0], [0.0, 0.0, 0.0], [0.0, 0.0, 0.1], [0.0, 0.0, 0.0], [0.0, 0.0, 0.0], [0.0, 0.0, 0.0], [0.0, 0.0, 0.0], [-0.1, -0.1, 0.1], [0.0, -0.1, 0.0], [-0.2, 0.1, 0.1], [0.1, 0.2, -0.1], [0.1, 0.0, -0.2], [0.1, 0.0, 0.1], [0.0, -0.3, 0.0], [0.0, 0.0, 0.0], [0.0, 0.0, -0.1], [0.0, 0.0, 0.0], [0.0, 0.0, 0.0], [0.0, 0.0, 0.0], [0.0, 0.0, 0.0], [0.0, 0.0, 0.0], [0.0, 0.0, 0.0], [-0.5, 0.0, 0.2], [0.1, -0.2, -0.2], [-0.1, 0.1, 0.0], [0.0, 0.1, 0.0], [0.0, 0.0, 0.0], [0.0, 0.0, 0.0], [0.1, 0.0, 0.0], [-0.1, -0.1, 0.0], [0.0, 0.0, 0.0], [0.0, 0.0, 0.0], [0.0, 0.0, 0.0], [0.0, 0.0, 0.0], [0.0, 0.0, 0.0]], "total_charge": 2, "multiplicity": 5, "e_homo_ev": [-12.293, -12.276], "total_energy_ha": -4026.57655, "homo_lumo_gap_ev": [5.21, 6.59], "e_lumo_ev": [-7.1, -5.7], "s2": 6.1495}